No. 1
This record from the OMol25 dataset describes the molecule C3H6ClFS at a distorted geometry. The level of theory is ωB97M-V with the def2-TZVPD basis set.

The geometry in XYZ format:
```
12
Properties=species:S:1:pos:R:3:nbo_charge:R:1
F 2.32 -0.75 -0.53 -0.35
C 0.95 -0.89 -0.40 0.03
C 0.44 0.39 0.32 -0.23
Cl 0.95 1.94 -0.43 -0.05
C -1.08 0.31 0.76 -0.56
S -2.12 0.17 -0.69 -0.01
H 0.60 -1.80 0.14 0.18
H 0.44 -0.84 -1.41 0.17
H 1.14 0.38 1.17 0.22
H -1.22 1.06 1.55 0.24
H -1.02 -0.75 1.10 0.23
H -1.41 0.77 -1.57 0.12
```

Calculated values
Energy above the lowest of the compared OMol25 structures with the same formula, charge and spin in kcal per mole: 19.0
Total charge: 0
Lowest unoccupied orbital energy in eV: 0.78
Total energy in eV: -29282.615
SMILES: FC[C@@H](Cl)CS
Orbital gap in eV: 10.33

No. 2
This record from the OMol25 dataset describes the molecule C3H6ClFS at a distorted geometry. The level of theory is ωB97M-V with the def2-TZVPD basis set.

The geometry in XYZ format:
```
12
Properties=species:S:1:pos:R:3:nbo_charge:R:1
C 1.45 0.02 -0.38 -0.64
C 0.05 0.34 0.08 -0.40
S 0.19 0.69 1.88 -0.05
C -1.09 -0.56 -0.25 0.19
F -2.16 -0.01 0.45 -0.35
Cl -1.53 -0.45 -1.98 -0.04
H 1.80 -0.97 0.23 0.21
H 1.57 -0.14 -1.52 0.24
H 2.18 0.83 -0.12 0.24
H -0.33 1.28 -0.58 0.23
H -1.24 0.60 2.19 0.18
H -0.89 -1.64 -0.01 0.20
```

Calculated values
Energy above the lowest of the compared OMol25 structures with the same formula, charge and spin in kcal per mole: 20.1
Total charge: 0
Lowest unoccupied orbital energy in eV: 0.84
Total energy in eV: -29282.568
SMILES: C[C@H](S)[C@@H](F)Cl
Orbital gap in eV: 10.26

No. 3
This record from the OMol25 dataset describes a cluster of 2 separate species, C3H6ClN in total at a distorted geometry. The level of theory is ωB97M-V with the def2-TZVPD basis set.

The geometry in XYZ format:
```
11
Properties=species:S:1:pos:R:3:nbo_charge:R:1
C 0.10 0.16 -0.74 0.26
C 2.23 0.24 -0.08 -0.55
C -2.06 0.96 0.21 -0.45
N -0.62 0.74 0.06 -0.47
Cl 0.10 -0.72 -2.21 -0.01
H 2.09 -0.29 0.85 0.20
H 2.42 -0.21 -0.97 0.19
H 2.26 1.26 -0.01 0.19
H -2.42 0.17 0.80 0.21
H -2.70 0.93 -0.75 0.20
H -2.08 1.90 0.82 0.22
```

Calculated values
Energy above the lowest of the compared OMol25 structures with the same formula, charge and spin in kcal per mole: 69.8
Total charge: 0
Lowest unoccupied orbital energy in eV: 0.75
Total energy in eV: -17217.065
Orbital gap in eV: 8.87

No. 4
This record from the OMol25 dataset describes the ion C3H6ClN2O with charge +1 at a distorted geometry. The level of theory is ωB97M-V with the def2-TZVPD basis set.

The geometry in XYZ format:
```
13
Properties=species:S:1:pos:R:3:nbo_charge:R:1
C -0.04 0.69 0.47 0.52
C -0.47 -1.50 -1.06 -0.15
C -0.16 -0.07 -1.45 -0.22
N -0.20 -0.42 1.05 -0.24
N 0.33 1.93 0.76 -0.76
O -0.40 -1.59 0.41 -0.32
Cl 1.32 0.19 -2.31 0.10
H -1.59 -1.84 -1.08 0.25
H 0.19 -2.20 -1.47 0.24
H -1.15 0.24 -1.89 0.26
H -0.07 -0.78 2.00 0.45
H 0.66 2.67 0.14 0.46
H 0.59 2.07 1.68 0.41
```

Calculated values
Energy above the lowest of the compared OMol25 structures with the same formula, charge and spin in kcal per mole: 116.6
Total charge: +1
Lowest unoccupied orbital energy in eV: -4.16
Total energy in eV: -20747.310
Orbital gap in eV: 10.25

No. 5
This record from the OMol25 dataset describes a cluster of 2 separate species, C3H6ClN2O2P in total at a distorted geometry. The level of theory is ωB97M-V with the def2-TZVPD basis set.

The geometry in XYZ format:
```
15
Properties=species:S:1:pos:R:3:nbo_charge:R:1
C -3.33 0.30 -0.13 0.29
C -2.02 0.14 0.54 -0.65
C -1.09 -0.61 -0.19 -0.21
N -4.30 0.37 -0.72 -0.31
N 0.86 1.24 -0.58 -0.80
O 3.07 1.08 0.47 -0.98
O 2.21 -0.72 -1.01 -0.97
P 1.74 0.09 0.30 1.40
Cl 0.07 2.55 0.02 0.24
H -2.18 -0.10 1.64 0.28
H -1.64 1.25 0.68 0.28
H -0.36 -1.32 0.27 0.21
H -1.45 -1.01 -1.23 0.23
H 3.37 0.83 1.33 0.49
H 2.60 0.09 -1.56 0.50
```

Calculated values
Energy above the lowest of the compared OMol25 structures with the same formula, charge and spin in kcal per mole: 95.7
Total charge: 0
Lowest unoccupied orbital energy (spin up / spin down) in eV: -1.74 / -0.82
Total energy in eV: -32090.664
Orbital gap (spin up / spin down) in eV: 7.30 / 8.66

No. 6
This record from the OMol25 dataset describes the molecule C3H6ClNO at a distorted geometry. The level of theory is ωB97M-V with the def2-TZVPD basis set.

The geometry in XYZ format:
```
12
Properties=species:S:1:pos:R:3:nbo_charge:R:1
N -0.89 -1.63 -1.24 -0.54
O -1.21 -0.31 -0.86 -0.41
C -0.07 0.39 -0.52 -0.07
C 0.57 0.22 0.85 -0.22
C 0.77 1.25 1.68 -0.23
Cl 1.46 1.21 3.24 0.03
H -0.68 -1.58 -2.19 0.33
H -1.80 -2.23 -1.13 0.36
H -0.23 1.36 -0.75 0.18
H 0.68 -0.08 -1.33 0.15
H 0.86 -0.77 1.08 0.21
H 0.55 2.16 1.16 0.20
```

Calculated values
Energy above the lowest of the compared OMol25 structures with the same formula, charge and spin in kcal per mole: 88.4
Total charge: 0
Lowest unoccupied orbital energy in eV: 1.01
Total energy in eV: -19264.933
SMILES: NOC/C=C/Cl
Orbital gap in eV: 10.47

No. 7
This record from the OMol25 dataset describes the molecule C3H6ClNO2 at a distorted geometry. The level of theory is ωB97M-V with the def2-TZVPD basis set.

The geometry in XYZ format:
```
13
Properties=species:S:1:pos:R:3:nbo_charge:R:1
O 2.78 0.63 0.58 -0.69
C 1.80 -0.29 0.35 0.06
N 0.63 0.38 -0.10 -0.44
C -0.55 -0.01 -0.15 0.53
O -0.87 -1.58 0.45 -0.76
C -1.72 0.82 -0.55 -0.42
Cl -3.17 0.13 0.35 -0.09
H 3.20 0.85 -0.24 0.47
H 2.15 -1.24 -0.29 0.17
H 1.33 -0.78 1.24 0.20
H -1.75 -1.55 0.18 0.46
H -1.83 1.89 -0.24 0.27
H -2.01 0.76 -1.59 0.24
```

Calculated values
Energy above the lowest of the compared OMol25 structures with the same formula, charge and spin in kcal per mole: 65.9
Total charge: 0
Lowest unoccupied orbital energy in eV: 0.56
Total energy in eV: -21313.264
SMILES: OC/N=C(\O)CCl
Orbital gap in eV: 10.75

No. 8
This record from the OMol25 dataset describes a cluster of 3 separate species, C3H6ClNO2 in total at a distorted geometry. The level of theory is ωB97M-V with the def2-TZVPD basis set.

The geometry in XYZ format:
```
13
Properties=species:S:1:pos:R:3:nbo_charge:R:1
C 1.59 1.21 1.05 0.85
C -1.31 -1.30 -0.45 -0.78
C -1.39 -0.35 0.71 0.30
N 0.46 1.62 0.92 -0.79
O 2.66 0.85 1.23 -0.53
O -1.10 -0.94 1.82 -0.63
Cl 2.13 1.65 -3.32 -0.25
H -1.26 -0.80 -1.43 0.26
H -2.28 -1.74 -0.43 0.26
H -0.75 -2.20 -0.16 0.20
H 2.42 2.61 -2.63 0.25
H -0.46 1.28 0.84 0.42
H -0.72 -1.87 1.83 0.45
```

Calculated values
Energy above the lowest of the compared OMol25 structures with the same formula, charge and spin in kcal per mole: 75.2
Total charge: 0
Lowest unoccupied orbital energy in eV: 0.46
Total energy in eV: -21312.860
Orbital gap in eV: 9.70

No. 9
This record from the OMol25 dataset describes the molecule C3H6ClNO2 at a distorted geometry. The level of theory is ωB97M-V with the def2-TZVPD basis set.

The geometry in XYZ format:
```
13
Properties=species:S:1:pos:R:3:nbo_charge:R:1
C 0.81 -1.14 0.03 -0.68
C -0.24 -0.07 -0.07 0.28
C 0.11 1.11 -0.85 -0.69
Cl -1.84 -1.09 -0.87 -0.17
N -0.82 0.31 1.27 0.49
O -1.57 1.24 1.30 -0.35
O -0.34 -0.24 2.24 -0.36
H 0.44 -2.03 0.65 0.26
H 1.65 -0.69 0.59 0.23
H 1.20 -1.42 -0.97 0.24
H 0.49 0.66 -1.87 0.24
H 0.90 1.63 -0.40 0.24
H -0.79 1.73 -1.06 0.27
```

Calculated values
Energy above the lowest of the compared OMol25 structures with the same formula, charge and spin in kcal per mole: 82.9
Total charge: 0
Lowest unoccupied orbital energy in eV: -0.72
Total energy in eV: -21312.526
SMILES: CC(C)(Cl)[N+](=O)[O-]
Orbital gap in eV: 10.47